210
Properties=species:S:1:pos:R:3 method="wB97M-V/def2-TZVPD" homo_lumo_gap_ev=8.01 charge=0 e_above_lowest_ev=2.1268
C 1.13503 2.41648 7.02121
C 0.30804 2.21548 5.73115
C -0.83595 1.24764 6.07045
C -1.89216 1.12259 4.99063
C -2.38999 2.50773 4.69449
C -1.30823 3.49890 4.23826
N -0.20687 3.50783 5.23066
O 0.83569 4.40228 4.86564
C -0.85027 3.14720 2.81025
C -1.91441 4.90889 4.30162
C 1.28130 1.50689 4.74962
H 1.55480 1.44615 7.26530
H 0.56094 2.83979 7.84937
H 1.90536 3.16336 6.81432
H -0.40915 0.29558 6.39437
H -1.26748 1.63396 7.00205
H -2.58952 0.37005 5.36929
H -1.54179 0.65094 4.06450
H -2.88523 2.93309 5.56989
H -3.08721 2.47460 3.85153
H -0.24335 2.24268 2.73023
H -1.72225 3.01082 2.16944
H -0.16618 3.89702 2.40679
H -2.30860 5.00755 5.32029
H -1.24171 5.76744 4.30361
H -2.72757 5.04687 3.59021
H 0.96899 0.54075 4.34388
H 2.28082 1.36304 5.16529
H 1.49438 2.07559 3.83783
H 1.05915 4.82133 5.70611
C 1.91391 3.53303 -3.22691
C 2.99272 2.61511 -3.82615
C 2.25511 1.50391 -4.58057
C 3.03807 0.91894 -5.73461
C 3.48887 2.02928 -6.67521
C 4.32841 3.11865 -6.02070
N 3.77691 3.46757 -4.71913
O 4.45108 4.55326 -4.14688
C 5.77471 2.61305 -5.76244
C 4.41487 4.31130 -6.98623
C 3.79916 1.97307 -2.70376
H 1.38376 4.05358 -4.02388
H 2.34424 4.21082 -2.48206
H 1.14567 3.07000 -2.59310
H 2.07731 0.67510 -3.88871
H 1.25766 1.80823 -4.90993
H 2.52335 0.19302 -6.36800
H 3.89155 0.33015 -5.37834
H 2.58687 2.41151 -7.15739
H 4.16398 1.63332 -7.43994
H 6.39922 3.18966 -5.08373
H 5.68058 1.61657 -5.31766
H 6.33322 2.49633 -6.69631
H 4.97663 5.15797 -6.60471
H 4.73845 3.93078 -7.95368
H 3.38910 4.66599 -7.14241
H 4.50156 1.23363 -3.10428
H 3.10441 1.44321 -2.05170
H 4.43025 2.69488 -2.18336
H 3.73702 5.15344 -3.88878
C -5.22029 0.37255 2.83330
C -6.52265 -0.23400 2.31488
C -7.41661 -0.67763 3.49136
C -8.89241 -0.77885 3.10950
C -9.37902 0.44434 2.32827
C -8.56585 0.77957 1.08808
N -7.15915 0.81728 1.49406
O -6.33060 1.11024 0.36357
C -8.87428 -0.10298 -0.13203
C -8.89736 2.26215 0.72650
C -6.20405 -1.48201 1.47992
H -4.82236 -0.24861 3.64708
H -5.22666 1.34270 3.33644
H -4.44647 0.37039 2.06312
H -7.12918 -1.68643 3.79460
H -7.33207 -0.03553 4.36999
H -9.52685 -0.85414 3.99790
H -9.12020 -1.72016 2.59750
H -9.31869 1.28423 3.02121
H -10.38517 0.13540 2.03367
H -9.71897 0.37654 -0.63389
H -8.03273 -0.18434 -0.81151
H -9.27750 -1.07220 0.17212
H -8.39741 2.59975 -0.17492
H -9.98851 2.30292 0.66702
H -8.62694 2.89185 1.57473
H -7.13356 -1.87756 1.05850
H -5.78077 -2.27558 2.09816
H -5.56911 -1.31118 0.61024
H -5.78258 1.81813 0.72343
C 5.01955 3.92940 1.25485
C 3.68502 4.66511 1.08798
C 3.44613 5.23447 2.51568
C 2.29048 6.22089 2.55701
C 2.60228 7.36275 1.59468
C 2.93430 6.95310 0.16366
N 3.79754 5.76036 0.13563
O 4.00089 5.33412 -1.17677
C 1.61804 6.78480 -0.57792
C 3.76808 8.11709 -0.41759
C 2.58690 3.63206 0.76590
H 5.02083 3.29855 2.14367
H 5.90799 4.55792 1.32557
H 5.15950 3.26850 0.39011
H 3.33527 4.45920 3.27316
H 4.31702 5.84257 2.79007
H 2.21596 6.63318 3.56482
H 1.35089 5.73226 2.28929
H 3.33688 8.01593 2.06995
H 1.66493 7.92822 1.57024
H 1.10441 7.73690 -0.70041
H 1.74123 6.28673 -1.54442
H 0.94366 6.08856 -0.06792
H 4.64942 8.34581 0.17780
H 4.06211 7.84502 -1.43263
H 3.14749 9.01479 -0.43716
H 2.63444 2.72609 1.37936
H 2.71790 3.34463 -0.27813
H 1.59676 4.00222 1.03864
H 4.87643 5.64287 -1.44164
C 2.22409 -1.42368 -0.48467
C 0.83466 -0.96855 0.03312
C 0.38339 0.04462 -1.03770
C -1.08948 0.43406 -0.91729
C -1.94711 -0.84406 -0.81797
C -1.48917 -1.96879 0.13408
N -0.04134 -2.14047 -0.02349
O 0.44650 -3.12326 0.88838
C -2.09260 -1.83766 1.52814
C -2.13307 -3.25674 -0.41970
C 0.98779 -0.28153 1.40737
H 2.71123 -2.19977 0.11194
H 2.87368 -0.55209 -0.40916
H 2.06651 -1.88401 -1.46078
H 1.03638 0.91670 -0.95859
H 0.59559 -0.49475 -1.96155
H -1.28981 1.11251 -1.74602
H -1.27050 0.97178 0.01829
H -2.24618 -1.14771 -1.82422
H -2.89610 -0.43383 -0.44655
H -3.16204 -1.64795 1.45637
H -1.90678 -2.71710 2.14239
H -1.65849 -0.97523 2.04563
H -1.67956 -4.13209 0.06298
H -3.21637 -3.31927 -0.35596
H -1.82142 -3.50321 -1.44365
H 0.04792 0.21400 1.66131
H 1.66173 0.55641 1.21356
H 1.31679 -0.95809 2.18944
H 0.81367 -3.80200 0.31028
C 4.06427 -5.69926 3.43972
C 2.71358 -6.31397 3.74877
C 1.77151 -5.94684 2.58327
C 0.42817 -6.59985 2.69996
C 0.70609 -8.10210 2.53147
C 1.63146 -8.66705 3.66664
N 2.77100 -7.75833 3.86918
O 3.76892 -8.22726 4.73762
C 0.80509 -8.92234 4.92224
C 2.12318 -10.01678 3.11631
C 2.16987 -5.66788 5.04560
H 4.77871 -5.88182 4.24560
H 4.05632 -4.61617 3.30856
H 4.46704 -6.12044 2.51312
H 1.70449 -4.85418 2.59122
H 2.35145 -6.22226 1.69646
H -0.17238 -6.15597 1.89892
H -0.07320 -6.36050 3.63668
H 0.98778 -8.41214 1.52634
H -0.28039 -8.56751 2.65418
H -0.01992 -9.60051 4.69886
H 1.47412 -9.35948 5.67004
H 0.35499 -8.07348 5.44060
H 2.77046 -10.45884 3.87789
H 1.27145 -10.68950 3.04150
H 2.61614 -9.77520 2.17878
H 2.94007 -5.68782 5.81750
H 1.31143 -6.24779 5.38984
H 1.76249 -4.65715 4.96476
H 4.40684 -8.64863 4.14949
C -1.85165 -3.30775 -7.50824
C -0.81862 -2.19130 -7.34922
C -1.32990 -1.13649 -6.37479
C -1.34035 -1.52943 -4.92130
C 0.02850 -2.05388 -4.49802
C 0.65318 -3.13886 -5.42879
N 0.48635 -2.61903 -6.80553
O 1.10423 -3.49582 -7.72949
C 2.13463 -3.20374 -5.10431
C -0.04874 -4.48565 -5.16438
C -0.56288 -1.48008 -8.68333
H -2.01403 -3.86865 -6.59027
H -1.48633 -4.02355 -8.24829
H -2.81737 -2.92104 -7.83579
H -0.73903 -0.21105 -6.41431
H -2.32399 -0.84432 -6.73144
H -2.16055 -2.24620 -4.77398
H -1.54339 -0.71503 -4.22041
H -0.06256 -2.45253 -3.48375
H 0.63600 -1.14620 -4.49667
H 2.56478 -2.20108 -5.09666
H 2.27673 -3.55610 -4.08157
H 2.68820 -3.79268 -5.83443
H 0.59914 -5.08012 -4.51574
H -0.94476 -4.39635 -4.54377
H -0.28974 -4.97179 -6.10432
H 0.21154 -0.72879 -8.55620
H -1.53277 -1.09332 -9.00490
H -0.28385 -2.18145 -9.47051
H 1.89667 -3.05372 -8.05072



237
Properties=species:S:1:pos:R:3 method="wB97M-V/def2-TZVPD" homo_lumo_gap_ev=7.66 charge=+4
C 2.30592 6.69708 2.03272
O 2.69387 5.40816 2.26133
C 1.97559 4.73967 3.33680
C 2.82951 4.54648 4.58696
N 3.89317 3.65937 4.24751
H 2.62279 2.21555 4.28153
H 4.31692 3.98701 3.39662
C 4.90261 3.32820 5.20832
C 5.74061 2.20348 4.78963
O 6.13268 2.33874 3.42704
C 5.90263 1.24006 2.57728
H 1.52103 6.74007 1.25027
H 3.17599 7.26822 1.65604
H 2.01212 7.18710 2.91600
H 1.67518 3.79912 2.96072
H 1.12953 5.36961 3.53398
H 2.21430 4.03520 5.35312
H 3.18016 5.50535 5.05715
H 4.47043 3.17261 6.13455
H 5.54575 4.24625 5.35799
H 5.22422 1.23201 4.92073
H 6.66912 2.05393 5.35625
H 4.91034 0.76168 2.77875
H 6.56004 0.38925 2.69056
H 6.01556 1.49116 1.51689
C 1.57807 8.38586 -4.25851
O 2.18475 7.54529 -5.22859
C 3.57266 7.82364 -5.30239
C 4.14940 6.70392 -6.16571
N 3.17814 6.38117 -7.34453
H 2.29080 6.43450 -6.83791
H 3.14190 7.18846 -7.99885
C 3.44772 5.07381 -8.16698
C 2.34104 4.11212 -7.99549
O 2.44418 3.93875 -6.58406
C 1.67684 2.85447 -6.03325
H 2.07249 8.27814 -3.32088
H 0.52446 8.14134 -4.21442
H 1.66023 9.45375 -4.62310
H 4.07660 7.66885 -4.34064
H 3.68695 8.83589 -5.61622
H 4.19833 5.79333 -5.58512
H 5.12225 6.90456 -6.71029
H 4.32355 4.75054 -7.63850
H 3.63247 5.34954 -9.19348
H 2.44640 3.16113 -8.53960
H 1.38684 4.56969 -8.33979
H 2.23991 2.32281 -5.25335
H 1.50886 2.19359 -6.89518
H 0.72075 3.20112 -5.60187
C 5.35708 -2.45496 4.13928
O 4.30294 -2.12457 4.94568
C 4.49075 -2.62707 6.30252
C 4.09725 -4.06276 6.46427
N 2.76226 -4.41005 6.04466
H 2.48405 -4.41316 5.02055
H 2.71613 -5.43825 6.17366
C 1.59244 -3.66763 6.73492
C 1.18295 -4.37857 8.01002
O 2.14226 -4.26053 8.99755
C 1.75026 -3.17620 9.90165
H 6.35054 -2.19964 4.54916
H 5.17489 -1.83001 3.27450
H 5.39418 -3.51980 3.83485
H 3.91591 -1.99172 6.93012
H 5.55108 -2.58282 6.53408
H 4.27960 -4.37761 7.49509
H 4.83024 -4.68053 5.92462
H 0.84788 -3.59670 5.92687
H 1.88140 -2.64044 7.03800
H 1.04378 -5.43491 7.76952
H 0.18105 -4.03269 8.28798
H 2.47834 -3.17920 10.69103
H 0.75754 -3.30254 10.33133
H 1.81911 -2.28628 9.22112
C -2.55179 4.18166 3.05174
O -2.34383 5.24648 2.09290
C -3.19071 4.96954 1.03496
C -3.21974 6.21522 0.06556
N -3.83739 5.74503 -1.28363
H -2.99383 4.51735 -1.67281
H -4.79505 5.40783 -1.16266
C -3.89672 6.79246 -2.31638
C -5.05217 6.64826 -3.24702
O -4.88107 5.55138 -4.08343
C -5.48185 5.66851 -5.35294
H -2.18150 3.23578 2.69756
H -3.59712 4.17560 3.32272
H -2.05678 4.47600 3.93511
H -4.23063 4.71553 1.42988
H -2.87803 4.08879 0.39701
H -2.23187 6.51793 -0.18661
H -3.71497 7.02994 0.50199
H -2.93690 6.87872 -2.89469
H -4.11067 7.74732 -1.85111
H -5.09945 7.53927 -3.85050
H -6.05353 6.70625 -2.75582
H -5.23772 4.74837 -5.88912
H -5.24505 6.59583 -5.86317
H -6.61306 5.63450 -5.29418
C 3.46021 -0.76980 -4.38767
O 2.08071 -0.35697 -4.61646
C 1.39846 -0.47224 -3.39736
C -0.06137 -0.47347 -3.76344
N -0.23255 -1.38081 -5.00048
H 0.56247 -1.04633 -5.63076
H -0.09529 -2.33745 -4.59704
C -1.54329 -1.31947 -5.61148
C -1.84324 -2.06369 -6.88749
O -0.85447 -1.71438 -7.84659
C -1.12064 -2.16169 -9.20025
H 3.51060 -1.82462 -4.10066
H 3.83281 -0.15639 -3.51919
H 4.02701 -0.55415 -5.27067
H 1.52185 0.43266 -2.81455
H 1.75702 -1.28575 -2.73809
H -0.39120 0.56105 -4.03037
H -0.75248 -0.81443 -2.97019
H -1.71893 -0.25010 -5.84556
H -2.26092 -1.60656 -4.86079
H -2.81405 -1.85056 -7.28008
H -1.78791 -3.15054 -6.67762
H -2.20218 -2.30917 -9.34402
H -0.71670 -3.14912 -9.38457
H -0.68022 -1.38693 -9.81165
C -7.37579 4.59846 -2.02158
C -8.10853 3.34345 -1.45605
N -7.05168 2.35478 -1.07792
C -7.38076 1.14570 -0.44048
C -6.24262 0.41608 -0.27423
N -5.19820 1.20592 -0.72666
C -5.71310 2.31673 -1.24353
C -3.75233 0.83644 -0.67214
H -6.95319 4.38563 -3.00613
H -6.61285 5.04287 -1.33707
H -8.09826 5.39772 -2.13907
H -8.81013 2.80226 -2.14994
H -8.64508 3.62142 -0.52758
H -8.46412 0.94623 -0.23215
H -6.12028 -0.58997 0.05132
H -5.06388 3.01782 -1.76223
H -3.44542 0.90802 0.38281
H -3.19364 1.45299 -1.37397
H -3.75091 -0.18917 -1.04121
C 0.83423 4.38482 -0.58176
C 1.87009 3.38017 -0.22858
N 1.21086 2.07792 0.13980
C -0.00004 1.54562 -0.45149
C -0.15811 0.30280 0.01786
N 0.95280 0.06067 0.81220
C 1.74860 1.12240 0.87666
C 1.24932 -1.14734 1.55961
H 1.04298 4.95877 -1.47131
H 0.72635 5.12825 0.26138
H -0.18399 3.95954 -0.64356
H 2.34475 3.85713 0.57190
H 2.52342 3.05448 -1.01366
H -0.64310 2.15782 -1.08238
H -0.95884 -0.38220 -0.12536
H 2.73890 0.99387 1.33338
H 2.35221 -1.20917 1.57340
H 0.92891 -2.08978 1.06455
H 0.85587 -1.05406 2.59203
C -3.47059 -10.50230 4.97083
C -4.43997 -9.46120 4.46873
N -3.76971 -8.24565 4.02319
C -4.06463 -7.61083 2.82993
C -3.16953 -6.60535 2.63988
N -2.32710 -6.66821 3.72768
C -2.68586 -7.64798 4.52452
C -1.40627 -5.66470 4.19274
H -2.88603 -10.16821 5.80532
H -2.77546 -10.88188 4.22109
H -4.11845 -11.33284 5.31060
H -5.16810 -9.26960 5.24287
H -4.91707 -9.80452 3.53225
H -4.90972 -7.88747 2.22576
H -3.17997 -5.81431 1.90234
H -2.28030 -7.88383 5.48761
H -1.80991 -5.05957 5.00934
H -1.20846 -5.02823 3.34231
H -0.49934 -6.19440 4.41338
C -1.13632 -5.27445 -2.73251
C 0.15205 -5.88996 -2.27127
N 0.05517 -7.25136 -1.76405
C -0.24080 -8.38596 -2.49967
C -0.33657 -9.43062 -1.68329
N 0.07896 -8.91521 -0.42194
C 0.22861 -7.58173 -0.50843
C 0.35537 -9.75340 0.74428
H -1.83185 -5.31937 -1.89932
H -1.62616 -5.66898 -3.62269
H -0.86700 -4.23508 -2.96381
H 0.46433 -5.33088 -1.37869
H 0.99618 -5.95640 -2.96299
H -0.32302 -8.31138 -3.58993
H -0.46776 -10.51470 -1.70021
H 0.61174 -6.92331 0.31208
H -0.48703 -10.39641 0.92898
H 0.39147 -9.13572 1.64840
H 1.15843 -10.43547 0.55040
C -1.74715 4.23962 -4.00532
C -2.32332 3.16129 -3.08414
O -2.38913 1.94150 -3.31897
O -2.68328 3.59120 -1.87995
H -2.53382 4.85154 -4.40894
H -1.27128 3.83977 -4.88208
H -0.95761 4.83510 -3.46136
C 2.97990 -4.67277 1.99906
C 1.89231 -5.52371 2.74318
O 1.37619 -6.42473 2.07404
O 1.65747 -5.36195 3.95849
H 2.50279 -4.07247 1.20588
H 3.66745 -5.41799 1.58415
H 3.56707 -3.96162 2.62851
C 0.39556 0.18721 5.53934
C 0.88234 1.39513 4.75698
O 2.19317 1.42970 4.74336
O 0.16828 2.17982 4.23001
H -0.67488 0.34979 5.80233
H 0.97813 0.07222 6.45307
H 0.57618 -0.68714 4.92178
C 4.93459 -2.44463 -0.85966
C 3.60118 -1.76143 -0.74735
O 3.66061 -0.56063 -0.45125
O 2.55979 -2.46882 -0.86243
H 4.96454 -3.16897 -1.69993
H 5.18901 -3.13212 -0.01506
H 5.81710 -1.74795 -0.82251
C -3.07993 -2.43711 1.62513
F -1.90975 -1.93156 2.10268
F -3.44527 -3.43836 2.42909
F -4.04044 -1.50483 1.75807
S -2.86792 -3.04801 -0.21733
O -4.17088 -2.88860 -0.79603
O -1.83205 -2.25725 -0.87491
O -2.43467 -4.44038 -0.00187



Which largest force on an atom belongs to each record? In order, 2.20 3.61 eV/Å.